{
  "formula": "C19H36N2O7P2",
  "method": "the ωB97M-V functional and the def2-TZVPD basis",
  "elements": ["C", "C", "O", "O", "C", "C", "C", "C", "C", "P", "N", "O", "O", "C", "C", "O", "O", "C", "C", "C", "C", "C", "N", "C", "C", "C", "O", "P", "C", "C", "H", "H", "H", "H", "H", "H", "H", "H", "H", "H", "H", "H", "H", "H", "H", "H", "H", "H", "H", "H", "H", "H", "H", "H", "H", "H", "H", "H", "H", "H", "H", "H", "H", "H", "H", "H"],
  "xyz": [[5.23343, 3.06646, 1.10632], [5.89460, 1.94306, 0.15620], [7.06016, 1.58908, 0.43349], [5.20123, 1.37262, -0.95304], [4.73198, 0.04785, -0.56342], [3.66369, -0.44178, -1.68975], [2.22898, 0.15664, -1.18818], [1.09956, -0.45894, -2.09637], [0.06402, -1.50539, -1.52318], [-1.43202, -1.96310, -2.64512], [-1.41449, -1.24659, -4.06774], [-2.94659, -1.61551, -1.95764], [-1.48865, -3.65260, -3.00255], [0.79753, -2.97176, -1.45678], [-0.02946, -3.73422, -0.27971], [0.15662, -4.84568, 0.22540], [-1.12047, -2.82156, 0.03767], [-0.43645, -1.50167, -0.01358], [-1.36401, -0.18884, 0.30379], [-2.53915, -0.47009, 1.34466], [-3.96013, 0.17833, 0.98558], [-3.91139, 1.53719, 0.14587], [-3.03813, 2.61239, 0.72658], [-2.05897, 3.14635, -0.27093], [-3.98979, 3.73335, 1.02995], [-4.42187, 4.01373, 2.56486], [-4.51800, 4.45918, 0.15859], [0.63295, -1.56604, 1.52233], [-0.15590, -2.42405, 3.00553], [2.38846, -2.14915, 1.40232], [6.02163, 3.53833, 1.77879], [4.41409, 2.53531, 1.71784], [4.69164, 3.85173, 0.47205], [4.19526, 0.18961, 0.45192], [5.55920, -0.71143, -0.37488], [3.65881, -1.57350, -1.79426], [3.98344, 0.11014, -2.64542], [2.31017, 1.27908, -1.45732], [2.10467, 0.13433, -0.06300], [0.48672, 0.41919, -2.53719], [1.59745, -0.93850, -3.02313], [-0.63201, -0.58389, -4.09263], [-3.24269, -2.32951, -1.34400], [-2.20114, -3.69054, -3.69358], [0.96770, -3.53324, -2.43396], [1.87188, -2.64463, -1.21556], [-1.68771, 0.22141, -0.70650], [-0.61979, 0.57534, 0.73976], [-2.72190, -1.57481, 1.57967], [-2.21075, 0.00124, 2.34710], [-4.54247, 0.36398, 1.96545], [-4.54316, -0.60894, 0.38126], [-3.51968, 1.30823, -0.90747], [-4.98340, 1.91675, 0.05052], [-1.30551, 2.37925, -0.64347], [-1.45553, 3.96084, 0.26692], [-2.53339, 3.63096, -1.18770], [-3.45569, 4.04626, 3.16396], [-5.09860, 3.12267, 2.84735], [-5.00806, 4.99395, 2.57485], [0.15616, -3.52393, 3.04010], [0.27834, -1.90632, 3.94139], [-1.28367, -2.31814, 3.08423], [2.99309, -1.75236, 2.30188], [2.43841, -3.30272, 1.49728], [2.98873, -1.88535, 0.47655]],
  "forces_ev_per_a": [[-1.00, -0.74, -1.14], [3.39, 0.01, 1.38], [-3.97, 0.79, -1.26], [0.50, 0.25, 2.12], [-1.09, -0.95, 0.32], [0.34, 1.61, 1.90], [1.16, 0.57, -1.42], [-1.47, 0.98, -1.38], [1.05, -3.20, 0.93], [-1.62, 0.67, -2.66], [0.75, -0.23, 2.01], [1.92, -1.65, 0.02], [-0.83, 2.35, 1.02], [1.10, 0.94, 0.45], [0.59, -1.44, -0.38], [-1.04, 4.18, -1.70], [1.18, -1.16, -0.41], [-1.10, 0.55, -0.19], [0.50, -0.73, -0.46], [-0.20, 0.88, 1.06], [0.01, -0.10, -0.05], [-0.37, -1.27, -0.61], [-1.17, 1.20, -0.56], [0.97, 0.98, -0.29], [-1.80, 2.27, -0.48], [0.47, -0.86, -1.53], [2.08, -2.41, 2.27], [1.42, 3.03, 1.44], [0.37, -1.01, 0.53], [1.30, -2.30, 0.56], [-1.06, -0.89, -1.09], [1.28, 0.84, -0.77], [0.85, -1.08, 0.89], [0.66, -0.45, -1.52], [-0.69, 1.22, -0.55], [0.09, 1.48, 0.03], [-0.61, -1.22, 1.22], [-0.28, -1.74, 0.53], [-0.10, -0.40, -1.38], [0.87, -1.33, 0.73], [-0.83, 0.64, 1.47], [-0.45, -0.17, -0.28], [0.42, 0.62, -0.44], [0.91, 0.04, 0.62], [-0.97, 0.50, 1.36], [-1.53, -1.08, 0.44], [-0.04, -0.68, 1.38], [-1.27, -1.24, -0.66], [0.46, 1.47, -0.67], [-0.41, -0.77, -1.55], [0.92, -0.36, -1.49], [0.66, 1.38, 0.76], [-0.76, 0.29, 1.41], [1.38, -0.58, -0.09], [-1.19, 0.73, 0.76], [-0.79, -1.12, -0.82], [0.35, -0.68, 1.18], [-1.49, -0.12, -0.45], [1.17, 1.42, -0.08], [0.92, -1.51, 0.05], [-0.69, 1.34, 0.03], [-0.53, -0.71, -1.63], [1.52, -0.16, -0.43], [-1.19, -0.39, -1.32], [0.10, 1.62, -0.24], [-1.13, -0.11, 1.10]],
  "mulliken_charge": [-0.75, 0.65, -0.54, -0.32, -0.35, -0.78, -0.37, -1.28, 1.06, 1.18, -0.97, -0.50, -0.56, -0.74, 0.39, -0.59, -0.41, -0.27, -0.88, -0.61, -0.73, -0.70, 0.22, -0.70, 0.40, -0.93, -0.55, 0.26, -0.91, -0.75, 0.29, 0.21, 0.29, 0.18, 0.29, 0.31, 0.48, 0.35, 0.26, 0.51, 0.41, 0.30, 0.32, 0.35, 0.43, 0.13, 0.28, 0.52, 0.29, 0.30, 0.30, 0.24, 0.29, 0.43, 0.10, 0.30, 0.35, 0.29, 0.22, 0.31, 0.31, 0.37, 0.29, 0.32, 0.32, 0.08],
  "largest_force_ha_per_bohr": 0.09003,
  "lumo_energy_ev": 0.4,
  "e_tot_ev": -56171.771,
  "spin_multiplicity": 1,
  "smiles": "CC(=O)OCCCC[C@@]1(P(=N)(O)O)CC(=O)O[C@@]1(CCCCN(C)C(C)=O)P(C)C",
  "homo_ev": -7.8,
  "total_charge": 0
}